Entry 1
Below is C4H10N2OS in the gas phase, with properties calculated with wB97M-V/def2-TZVPD.

Each line ends with the Mulliken charge.
Atoms and positions in Å:
C -1.043 -1.909 0.255  -0.79
C 0.358 -1.388 0.046  -0.34
C 1.206 2.222 0.401  -1.05
C 1.089 0.804 -0.195  -0.30
N -2.037 -0.953 -0.172  -0.31
N 0.561 -0.131 0.745  -0.50
O -1.975 1.560 -0.598  -0.50
S -1.920 0.547 0.486  0.46
H -1.259 -2.818 -0.320  0.38
H -1.066 -2.094 1.268  0.34
H 1.150 -2.234 0.494  0.25
H 0.612 -1.374 -0.993  0.45
H 0.288 2.361 0.808  0.29
H 2.010 2.258 1.098  0.31
H 1.432 3.002 -0.362  0.31
H 0.610 0.726 -1.305  0.23
H 2.086 0.285 -0.489  0.42
H -2.103 -0.862 -1.168  0.34

Entry 2
Below is C4H10N2OS in the gas phase, with properties calculated with wB97M-V/def2-TZVPD.

Each line ends with the Mulliken charge.
Atoms and positions in Å:
H -2.178 -0.456 2.477  0.21
N -1.718 0.274 1.887  -0.70
C -0.712 -0.267 1.296  0.16
N -0.365 -1.579 1.312  -0.39
C 0.086 0.628 0.312  0.11
O 1.418 0.167 0.360  -0.39
C 2.313 1.073 -0.224  -0.72
S -0.610 0.597 -1.362  -0.07
C -0.293 -1.150 -1.871  -0.70
H 0.632 -1.782 1.108  0.26
H -0.808 -2.127 2.036  0.22
H -0.021 1.634 0.729  0.38
H 3.272 0.470 -0.118  0.25
H 2.317 2.045 0.299  0.27
H 2.085 1.146 -1.284  0.34
H -0.499 -1.252 -2.946  0.35
H 0.740 -1.335 -1.621  0.20
H -0.904 -1.798 -1.246  0.24

Output
- SMILES: [H]/N=C(\N)[C@@H](OC)SC

Entry 3
Below is a molecular structure, C4H10N2OS, with properties calculated with wB97M-V/def2-TZVPD.

Each line ends with the Mulliken charge.
Atoms and positions in Å:
O 2.576 -1.493 0.407  -0.44
C 2.669 -0.071 0.065  -0.11
N 1.680 0.806 0.019  -0.42
C 0.357 0.197 -0.304  0.34
C -0.088 -1.134 0.383  -0.86
S -3.402 -1.214 0.503  -0.13
C -0.781 1.283 0.053  -0.73
N -1.979 1.155 -0.880  -0.55
H 3.701 0.376 0.032  0.38
H 2.256 -0.980 -0.684  0.36
H 0.295 0.118 -1.388  0.30
H 0.551 -1.195 1.408  0.28
H -0.153 -1.973 -0.229  0.35
H -1.098 -1.113 0.792  0.11
H -0.195 2.247 -0.070  0.38
H -1.194 1.132 1.142  0.32
H -2.746 1.690 -0.490  0.34
H -2.449 0.169 -0.760  0.10

Entry 4
Below is C4H10N2OS in the gas phase, with properties calculated with wB97M-V/def2-TZVPD.

Each line ends with the Mulliken charge.
Atoms and positions in Å:
C -1.723 -1.747 1.037  -0.78
N -0.914 -1.624 -0.251  -0.39
C -0.008 -0.479 -0.243  0.22
C -0.574 0.734 -0.964  -0.74
S 0.683 1.583 -2.052  -0.27
C 0.444 -0.072 1.126  0.28
N 1.549 -0.680 1.752  -0.35
O -0.235 0.805 1.740  -0.62
H -0.988 -1.981 1.885  0.25
H -2.271 -2.751 0.919  0.36
H -2.211 -0.768 1.447  0.25
H -1.468 -1.650 -1.085  0.28
H 1.011 -0.823 -0.868  0.24
H -1.232 0.434 -1.688  0.43
H -0.934 1.548 -0.265  0.31
H 1.817 1.300 -1.399  0.11
H 1.930 -0.247 2.502  0.23
H 2.013 -1.313 1.224  0.20

Output
- SMILES: CN[C@@H](CS)C(N)=O

entry 2 wins, 63.4 kJ/mol ahead of the next structure.

Entry 1
Below is C4H10N2OS in the gas phase, with properties calculated with wB97M-V/def2-TZVPD.

Each line ends with the Mulliken charge.
Atoms and positions in Å:
C 0.713 1.652 -0.249  -1.48
C 0.492 0.280 -0.869  0.46
C 1.552 -0.730 -0.410  -1.27
N -0.845 -0.179 -0.738  0.03
O -1.146 -1.197 -1.635  -0.45
C -1.424 -0.521 0.473  -0.08
N -0.928 -0.133 1.594  -0.27
S -1.846 -0.547 2.979  -0.20
H 0.755 1.609 0.838  0.34
H 1.682 2.059 -0.547  0.41
H -0.029 2.390 -0.594  0.37
H 0.515 0.522 -1.947  0.30
H 2.591 -0.501 -0.688  0.39
H 1.265 -1.760 -0.798  0.33
H 1.533 -0.942 0.671  0.30
H -1.651 -0.772 -2.343  0.34
H -2.341 -1.154 0.403  0.37
H -0.890 -0.076 3.859  0.14

Output
- SMILES: CC(C)N(O)/C=N/S

Entry 2
Below is C4H10N2OS in the gas phase, with properties calculated with wB97M-V/def2-TZVPD.

Each line ends with the Mulliken charge.
Atoms and positions in Å:
N -0.129 -0.662 2.297  -0.42
C 0.998 0.032 1.862  0.36
O 1.622 0.829 2.524  -0.60
N 1.551 -0.421 0.653  -0.17
C 0.868 -1.002 -0.512  -0.71
C -0.670 -0.947 -0.627  -0.40
C -1.162 0.521 -0.804  -0.70
S -1.459 0.896 -2.513  -0.20
H -0.473 -0.324 3.190  0.24
H 0.029 -1.647 2.324  0.25
H 2.279 0.221 0.397  0.27
H 1.410 -0.581 -1.368  0.32
H 1.126 -2.061 -0.596  0.29
H -0.927 -1.669 -1.391  0.44
H -1.034 -1.264 0.354  0.27
H -2.111 0.560 -0.269  0.33
H -0.462 1.136 -0.246  0.32
H -0.239 1.348 -2.841  0.11

Output
- SMILES: NC(=O)NCCCS

entry 2 wins, 261.1 kJ/mol ahead of the next structure.

Entry 1
Below is C4H10N2OS in the gas phase, with properties calculated with wB97M-V/def2-TZVPD.

Each line ends with the Mulliken charge.
Atoms and positions in Å:
C -0.857 -0.805 -1.388  -0.80
C 0.356 -1.010 -0.509  -0.61
C 0.007 1.124 0.670  -0.79
C 1.054 -0.635 1.693  -1.11
N -1.227 0.527 -1.604  -0.46
N 0.150 -0.274 0.689  0.09
O -1.748 2.706 -0.638  -0.55
S -1.812 1.357 -0.192  0.50
H -0.570 -1.445 -2.304  0.31
H -1.623 -1.206 -0.691  0.41
H 0.560 -2.054 -0.335  0.45
H 1.291 -0.483 -0.982  0.36
H -0.099 1.617 1.630  0.45
H 0.734 1.721 -0.018  0.33
H 0.774 -0.566 2.776  0.28
H 1.358 -1.588 1.510  0.40
H 2.002 -0.062 1.627  0.39
H -0.351 1.075 -1.935  0.35

Entry 2
Below is C4H10N2OS in the gas phase, with properties calculated with wB97M-V/def2-TZVPD.

Each line ends with the Mulliken charge.
Atoms and positions in Å:
C 0.770 1.841 -0.798  -0.79
O 0.699 0.761 0.121  -0.48
C -0.173 -0.264 -0.312  0.27
C 0.319 -1.561 0.321  -0.66
N 1.681 -1.831 -0.147  -0.62
C -1.621 0.013 0.098  -0.16
N -1.731 0.916 1.075  -0.25
S -2.890 -0.782 -0.589  -0.32
H 1.140 1.523 -1.769  0.33
H -0.175 2.324 -0.919  0.34
H 1.466 2.577 -0.367  0.27
H -0.143 -0.366 -1.417  0.44
H -0.346 -2.368 -0.019  0.40
H 0.236 -1.466 1.441  0.29
H 2.018 -2.717 0.220  0.24
H 2.294 -1.078 0.204  0.24
H -0.907 1.347 1.424  0.24
H -2.639 1.132 1.433  0.21

Output
- SMILES: CO[C@@H](CN)C(N)=S

entry 2 wins, 262.7 kJ/mol ahead of the next structure.

Entry 1
Below is C22H33N3O5 in the gas phase, with properties calculated with wB97M-V/def2-TZVPD.

Each line ends with the Mulliken charge.
Atoms and positions in Å:
C -2.802 2.409 4.735  -1.19
C -1.286 2.505 4.862  -0.53
C -0.545 1.504 3.976  -0.22
C -0.729 1.787 2.480  -1.37
N 0.093 0.931 1.651  0.70
C -0.536 -0.309 1.250  -1.50
C 1.367 1.170 1.263  0.78
O 1.948 0.409 0.503  -0.66
C 2.086 2.388 1.819  -0.83
C 2.596 3.287 0.689  -0.70
C 1.455 3.938 -0.110  -0.36
C 1.543 3.653 -1.610  -1.47
N 1.393 2.233 -1.899  0.15
C 2.540 1.515 -2.182  0.37
O 3.636 2.027 -2.265  -0.67
N 2.364 0.179 -2.413  -0.03
C 1.161 -0.471 -2.343  -0.31
C 1.064 -1.845 -2.544  -0.85
C -0.163 -2.491 -2.510  0.80
O -0.308 -3.824 -2.723  -0.35
C 0.835 -4.630 -2.938  -0.39
C 0.358 -6.067 -3.085  -1.46
C -1.338 -1.737 -2.252  0.63
O -2.611 -2.234 -2.241  -0.55
C -2.877 -3.498 -1.654  -0.27
C -2.441 -3.570 -0.195  -1.00
C -1.222 -0.375 -2.056  -0.72
C 0.010 0.275 -2.094  0.67
C 0.115 1.702 -1.805  0.34
O -0.828 2.405 -1.496  -0.72
H -3.131 2.692 3.738  0.30
H -3.138 1.395 4.936  0.30
H -3.281 3.075 5.449  0.39
H -1.006 2.320 5.901  0.37
H -0.965 3.518 4.610  0.30
H 0.521 1.541 4.211  0.28
H -0.896 0.495 4.200  0.36
H -0.515 2.837 2.271  0.32
H -1.767 1.606 2.193  0.44
H -1.397 -0.110 0.609  0.35
H 0.191 -0.897 0.693  0.33
H -0.860 -0.867 2.131  0.39
H 2.949 2.000 2.367  0.46
H 1.478 2.965 2.511  0.23
H 3.216 2.684 0.026  0.19
H 3.236 4.059 1.120  0.53
H 0.489 3.569 0.237  0.14
H 1.463 5.021 0.024  0.49
H 2.510 3.964 -2.007  0.49
H 0.736 4.179 -2.127  0.47
H 3.215 -0.355 -2.525  0.27
H 1.969 -2.398 -2.738  0.44
H 1.356 -4.309 -3.850  0.36
H 1.523 -4.544 -2.086  0.41
H 1.206 -6.720 -3.264  0.46
H -0.334 -6.144 -3.920  0.31
H -0.153 -6.386 -2.180  0.30
H -3.964 -3.590 -1.728  0.41
H -2.412 -4.303 -2.230  0.16
H -2.892 -2.759 0.373  0.27
H -1.360 -3.487 -0.115  0.21
H -2.753 -4.519 0.234  0.44
H -2.112 0.207 -1.875  0.51

Output
- SMILES: CCCCN(C)C(=O)CCCCn1c(=O)[nH]c2cc(OCC)c(OCC)cc2c1=O

Entry 2
Below is C22H33N3O5 in the gas phase, with properties calculated with wB97M-V/def2-TZVPD.

Each line ends with the Mulliken charge.
Atoms and positions in Å:
C 4.698 -5.072 -1.025  -1.27
C 3.305 -4.843 -0.449  -0.58
C 2.615 -3.614 -1.037  0.00
C 3.342 -2.307 -0.685  -1.25
N 2.473 -1.157 -0.784  0.34
C 2.013 -0.856 -2.122  -1.30
C 2.015 -0.397 0.237  1.08
O 1.262 0.545 0.034  -0.65
C 2.516 -0.697 1.639  -1.61
C 1.982 -1.995 2.271  0.06
C 0.752 -1.804 3.167  -1.08
C -0.585 -2.029 2.461  -1.27
N -0.893 -1.034 1.445  0.21
C -0.799 -1.413 0.126  -0.08
O -0.400 -2.510 -0.222  -0.69
N -1.237 -0.502 -0.791  0.10
C -1.575 0.797 -0.489  -0.57
C -1.895 1.712 -1.490  -0.60
C -2.242 3.010 -1.165  1.11
O -2.549 3.989 -2.045  -0.52
C -2.603 3.711 -3.429  -0.46
C -3.890 2.996 -3.833  -1.05
C -2.277 3.411 0.202  0.67
O -2.614 4.712 0.401  -0.52
C -2.711 5.209 1.721  -0.45
C -4.009 4.798 2.412  -1.07
C -1.964 2.495 1.179  -0.22
C -1.613 1.182 0.845  -0.45
C -1.280 0.226 1.892  0.55
O -1.342 0.461 3.083  -0.72
H 5.122 -5.993 -0.632  0.41
H 4.653 -5.153 -2.109  0.30
H 5.366 -4.255 -0.768  0.30
H 3.374 -4.739 0.637  0.23
H 2.686 -5.718 -0.656  0.44
H 2.557 -3.724 -2.121  0.61
H 1.592 -3.555 -0.658  0.00
H 4.183 -2.151 -1.372  0.34
H 3.742 -2.379 0.324  0.38
H 1.546 0.128 -2.106  0.41
H 2.861 -0.848 -2.808  0.38
H 1.287 -1.600 -2.456  0.32
H 2.215 0.155 2.252  0.54
H 3.608 -0.711 1.616  0.47
H 2.780 -2.422 2.883  0.51
H 1.735 -2.720 1.496  0.00
H 0.793 -2.529 3.983  0.36
H 0.750 -0.809 3.611  0.48
H -1.384 -1.979 3.207  0.49
H -0.598 -3.003 1.969  0.50
H -1.125 -0.768 -1.759  0.33
H -1.849 1.387 -2.518  0.38
H -2.565 4.695 -3.903  0.36
H -1.721 3.142 -3.746  0.34
H -4.748 3.596 -3.542  0.32
H -3.969 2.028 -3.346  0.31
H -3.908 2.853 -4.910  0.37
H -1.841 4.904 2.313  0.36
H -2.685 6.295 1.600  0.35
H -4.860 5.121 1.817  0.32
H -4.064 5.266 3.391  0.37
H -4.061 3.720 2.534  0.33
H -1.966 2.742 2.228  0.68

Output
- SMILES: CCCCN(C)C(=O)CCCCn1c(=O)[nH]c2cc(OCC)c(OCC)cc2c1=O

entry 1 wins, 9.8 kJ/mol ahead of the next structure.